No. 1
{"formula": "C51H48AsN2O2OsPSSe", "method": "ωB97M-V/def2-TZVPD", "species": ["Os", "C", "C", "C", "C", "C", "C", "C", "S", "O", "O", "N", "C", "C", "C", "C", "C", "C", "C", "C", "N", "C", "H", "H", "H", "H", "H", "H", "H", "H", "H", "H", "H", "H", "H", "C", "C", "C", "C", "C", "C", "Se", "C", "C", "C", "H", "H", "H", "H", "H", "H", "H", "H", "H", "H", "H", "C", "C", "As", "C", "C", "C", "C", "C", "C", "C", "C", "C", "C", "C", "C", "P", "C", "C", "C", "C", "C", "C", "C", "C", "C", "C", "C", "C", "H", "H", "H", "H", "H", "H", "H", "H", "H", "H", "H", "H", "H", "H", "H", "H", "H", "H", "H", "H", "H", "H", "H", "H"], "coordinates": [[-0.07647, 1.80078, -0.72854], [6.22614, -1.20929, 2.79952], [5.34489, -0.50376, 1.81516], [5.63723, -0.54075, 0.45092], [4.82846, 0.09714, -0.47023], [3.69008, 0.76440, -0.01789], [3.38164, 0.83324, 1.33562], [4.21598, 0.19643, 2.23752], [2.74431, 1.54881, -1.24694], [1.70968, 0.67244, -1.84707], [3.62789, 2.24482, -2.11785], [1.69227, 2.51512, -0.42792], [1.86318, 3.86793, -0.08832], [3.01759, 4.59959, -0.03603], [2.95459, 5.94693, 0.38595], [1.76658, 6.51966, 0.75303], [0.55994, 5.77322, 0.69514], [-0.70217, 6.29576, 1.03259], [-1.81305, 5.50128, 0.91823], [-1.67991, 4.19186, 0.44990], [-0.51174, 3.65639, 0.10713], [0.61936, 4.44315, 0.25919], [5.90820, -2.24836, 2.90601], [6.17885, -0.74329, 3.78181], [7.26165, -1.21770, 2.46645], [6.52002, -1.06426, 0.10865], [5.07254, 0.07765, -1.52301], [2.51298, 1.37315, 1.69024], [3.98992, 0.25346, 3.29510], [3.96438, 4.16460, -0.32396], [3.86695, 6.52355, 0.42026], [1.72862, 7.54968, 1.07886], [-0.78351, 7.31780, 1.37937], [-2.79783, 5.86418, 1.17202], [-2.54599, 3.55970, 0.35366], [-7.05400, 4.94612, -0.89519], [-5.79124, 4.17120, -1.13379], [-4.83773, 4.61520, -2.04295], [-3.67702, 3.89689, -2.30165], [-2.70482, 4.46154, -3.30239], [-3.47601, 2.69657, -1.59919], [-1.95350, 1.62284, -2.08405], [-4.41399, 2.21337, -0.67961], [-4.28141, 0.90802, 0.04102], [-5.55506, 2.97766, -0.46422], [-6.98520, 5.95475, -1.29627], [-7.28344, 5.00776, 0.16810], [-7.89649, 4.45000, -1.37962], [-5.00277, 5.54502, -2.57398], [-3.12270, 4.41238, -4.30878], [-1.74714, 3.94392, -3.32180], [-2.50557, 5.51199, -3.08756], [-3.25621, 0.54854, 0.06981], [-4.87113, 0.13716, -0.45792], [-4.65018, 0.99223, 1.06283], [-6.29247, 2.61200, 0.24069], [1.27104, -1.51436, 0.17620], [0.97755, -2.93620, 0.65183], [2.55425, -4.02421, 0.09816], [2.13740, -3.91280, -1.80371], [0.92848, -4.35808, -2.33492], [0.68351, -4.26340, -3.69445], [1.64560, -3.72174, -4.54037], [2.84726, -3.26994, -4.02154], [3.09151, -3.36751, -2.65637], [1.79757, -5.77688, 0.47865], [2.12669, -6.84520, -0.35345], [1.63269, -8.11370, -0.09233], [0.81671, -8.33018, 1.00931], [0.49983, -7.27512, 1.85158], [0.99529, -6.00456, 1.59244], [-0.13836, -0.37009, 0.37665], [-1.49384, -1.39389, -0.23195], [-1.52086, -1.72953, -1.58527], [-2.49145, -2.59624, -2.05379], [-3.43313, -3.12566, -1.17615], [-3.40001, -2.79695, 0.16916], [-2.42534, -1.93085, 0.64921], [-0.41309, -0.03102, 2.12429], [-1.37405, 0.91253, 2.49071], [-1.58808, 1.21407, 3.82362], [-0.82818, 0.59138, 4.80609], [0.15966, -0.31287, 4.44902], [0.37532, -0.61972, 3.11352], [1.48436, -1.53041, -0.89701], [2.14121, -1.09144, 0.66994], [0.08950, -3.34900, 0.17239], [0.84354, -3.01932, 1.72831], [0.17987, -4.80125, -1.68637], [-0.24923, -4.63045, -4.10233], [1.46065, -3.66490, -5.60454], [3.60132, -2.85768, -4.67825], [4.03796, -3.02184, -2.25406], [2.76678, -6.69062, -1.21504], [1.89162, -8.93566, -0.74585], [0.44050, -9.32234, 1.21776], [-0.12702, -7.44227, 2.71708], [0.75038, -5.20011, 2.27592], [-0.78003, -1.33632, -2.27462], [-2.51125, -2.86474, -3.10091], [-4.19077, -3.80343, -1.54498], [-4.13173, -3.21091, 0.84868], [-2.39380, -1.68149, 1.70169], [-1.96025, 1.41977, 1.72753], [-2.33743, 1.94347, 4.09754], [-1.00017, 0.81976, 5.84839], [0.77092, -0.77800, 5.20976], [1.17395, -1.29859, 2.85479]], "forces_ev_per_angstrom": [[1.01, -0.69, -0.18], [-0.01, -0.02, 0.03], [0.03, -0.01, -0.04], [-0.05, 0.02, -0.03], [-0.07, -0.11, 0.12], [0.24, -0.06, -0.08], [0.01, 0.03, -0.01], [-0.05, 0.02, 0.06], [-0.10, 0.33, -0.33], [-0.26, -0.09, 0.16], [-0.16, -0.09, -0.16], [-0.06, 0.37, -0.25], [-0.37, -0.14, 0.38], [-0.01, 0.06, 0.02], [-0.16, -0.01, 0.03], [0.09, -0.12, -0.05], [0.11, 0.04, -0.04], [-0.05, 0.00, 0.01], [0.02, -0.06, -0.04], [0.08, 0.02, 0.12], [-0.29, 0.07, 0.59], [0.07, -0.10, -0.20], [-0.01, -0.02, 0.00], [0.00, 0.00, 0.01], [0.02, 0.00, -0.01], [0.01, -0.01, -0.01], [0.02, 0.03, -0.04], [-0.01, 0.02, -0.02], [0.01, 0.01, 0.01], [0.02, -0.03, 0.02], [0.03, 0.03, 0.00], [0.00, 0.03, 0.02], [0.00, 0.02, 0.00], [-0.02, 0.00, 0.00], [-0.08, -0.05, 0.00], [-0.01, -0.02, 0.01], [0.02, 0.10, -0.03], [0.02, -0.07, 0.04], [-0.02, -0.04, 0.14], [0.03, -0.01, -0.04], [0.23, 0.44, -0.38], [0.32, -0.41, -0.08], [-0.07, 0.15, -0.04], [0.05, -0.13, 0.04], [0.03, -0.07, 0.02], [0.00, 0.02, 0.00], [0.00, 0.00, 0.01], [-0.01, 0.00, -0.01], [0.00, 0.03, -0.01], [-0.01, -0.01, -0.01], [0.01, -0.01, 0.02], [-0.01, 0.00, 0.00], [0.00, 0.00, 0.01], [-0.02, -0.04, -0.01], [-0.02, -0.02, 0.02], [-0.02, -0.01, 0.03], [-0.04, 0.15, -0.08], [0.00, -0.03, -0.08], [-0.03, -0.03, 0.12], [0.10, -0.04, -0.05], [-0.06, -0.01, 0.08], [0.02, 0.02, -0.04], [-0.04, 0.00, -0.01], [0.03, 0.02, 0.01], [0.00, 0.06, 0.01], [0.01, -0.04, -0.05], [-0.02, 0.05, -0.01], [0.03, -0.01, 0.04], [0.00, 0.01, 0.01], [0.04, -0.04, 0.00], [-0.02, 0.03, -0.03], [-0.68, 0.26, 0.23], [-0.16, 0.17, 0.02], [0.02, -0.04, -0.01], [0.00, 0.00, 0.03], [-0.01, -0.01, -0.03], [0.03, 0.03, 0.01], [0.01, -0.01, -0.03], [0.34, 0.15, 0.05], [-0.18, 0.05, -0.12], [0.02, 0.00, 0.01], [-0.01, 0.00, -0.01], [0.01, -0.01, 0.00], [0.01, 0.07, -0.02], [-0.01, 0.06, 0.02], [0.05, -0.04, 0.03], [0.08, 0.00, 0.01], [0.02, 0.09, 0.01], [0.02, -0.04, 0.00], [-0.02, -0.01, -0.01], [-0.01, 0.00, -0.02], [0.01, 0.01, -0.01], [0.01, -0.04, 0.00], [-0.03, 0.01, -0.01], [0.00, -0.01, -0.01], [-0.03, -0.01, -0.01], [-0.01, 0.00, 0.02], [-0.02, 0.02, -0.01], [0.02, 0.00, 0.01], [0.00, -0.01, -0.02], [-0.01, -0.01, -0.01], [0.00, -0.02, 0.02], [-0.01, 0.00, 0.02], [0.06, -0.10, 0.07], [-0.04, 0.00, 0.02], [0.01, 0.03, 0.03], [0.00, -0.02, 0.02], [0.00, -0.08, -0.03]], "de_lowest_kj_mol": 90.00, "e_homo_ha": [-0.452, -0.452], "lumo_ev": [-7.44, -7.44], "total_charge": 2}



No. 2
{"formula": "C51H49BrLaN12O3S2", "method": "ωB97M-V/def2-TZVPD", "species": ["La", "C", "N", "C", "C", "C", "C", "C", "C", "N", "C", "C", "C", "C", "C", "C", "N", "C", "C", "C", "C", "C", "N", "H", "H", "H", "H", "H", "H", "H", "H", "H", "H", "H", "H", "H", "H", "H", "H", "H", "H", "O", "C", "C", "C", "C", "C", "C", "C", "O", "N", "N", "C", "C", "Br", "C", "C", "C", "C", "C", "C", "C", "H", "H", "H", "H", "H", "H", "H", "H", "H", "H", "H", "H", "H", "H", "C", "N", "C", "N", "S", "H", "H", "H", "H", "H", "H", "N", "C", "N", "C", "N", "N", "C", "H", "O", "S", "C", "C", "C", "C", "C", "C", "C", "C", "C", "C", "C", "C", "H", "H", "H", "H", "H", "H", "H", "H", "H", "H"], "coordinates": [[-0.30719, 0.20820, -0.09108], [-3.77900, -0.42630, -0.80517], [-3.10474, 0.61176, -0.01291], [-3.37200, 1.92445, -0.60180], [-2.52831, 3.03383, -0.02448], [-2.75276, 4.33777, -0.44382], [-1.96166, 5.35641, 0.05523], [-0.99233, 5.03627, 0.99494], [-0.83656, 3.71115, 1.35519], [-1.56461, 2.71273, 0.84462], [-3.58920, 0.55429, 1.37225], [-3.13795, -0.71946, 2.03450], [-3.99786, -1.44389, 2.84621], [-3.56801, -2.64366, 3.38787], [-2.29244, -3.08749, 3.08085], [-1.49563, -2.29645, 2.27460], [-1.88833, -1.12242, 1.77143], [-3.11752, -0.68646, -2.13643], [-3.74021, -1.51017, -3.06584], [-3.10251, -1.76351, -4.26637], [-1.87311, -1.16705, -4.50948], [-1.32903, -0.36510, -3.52496], [-1.92618, -0.13913, -2.35325], [-4.83284, -0.16219, -0.97135], [-3.76386, -1.36412, -0.24464], [-4.43391, 2.19142, -0.49889], [-3.15387, 1.86436, -1.66912], [-3.51819, 4.55031, -1.17988], [-2.09609, 6.37235, -0.28980], [-0.35479, 5.79292, 1.43123], [-0.08008, 3.43252, 2.07411], [-4.68405, 0.62454, 1.41097], [-3.17994, 1.40478, 1.91592], [-4.99704, -1.07477, 3.03597], [-4.22022, -3.22942, 4.02173], [-1.92510, -4.03302, 3.45346], [-0.49915, -2.62204, 2.00714], [-4.70073, -1.95356, -2.83664], [-3.55751, -2.41205, -5.00325], [-1.34831, -1.32140, -5.44168], [-0.36936, 0.12244, -3.66825], [-2.45062, -3.65285, -0.62309], [-1.87732, -4.29851, -1.66971], [-2.53565, -5.39689, -2.21791], [-1.97794, -6.09746, -3.27206], [-0.75557, -5.71157, -3.80646], [-0.10259, -4.61388, -3.27293], [-0.64376, -3.89992, -2.20870], [0.14335, -2.72926, -1.64033], [-0.56837, -1.86729, -0.86948], [1.26663, -3.31690, -0.82041], [1.45165, -2.75726, 0.35742], [2.04965, -3.35022, 1.31989], [2.25522, -2.64005, 2.56046], [1.65275, -0.79552, 2.47942], [2.82852, -3.05639, 3.69125], [3.30343, -4.41688, 3.96932], [4.46755, -4.57761, 4.72554], [4.94753, -5.84066, 5.02529], [4.26081, -6.96875, 4.59770], [3.08605, -6.82225, 3.87474], [2.61081, -5.55883, 3.56173], [-1.86502, -2.87330, -0.45417], [-3.48787, -5.69399, -1.79607], [-2.49810, -6.95437, -3.68004], [-0.31921, -6.25239, -4.63563], [0.84648, -4.28873, -3.68910], [0.63402, -2.21970, -2.48661], [1.43261, -4.31267, -0.92813], [2.43939, -4.36556, 1.23944], [2.98710, -2.32629, 4.47683], [5.00030, -3.70019, 5.07266], [5.85858, -5.94599, 5.59980], [4.63074, -7.95584, 4.84051], [2.53022, -7.69745, 3.56392], [1.67183, -5.45881, 3.03112], [5.18380, -3.32213, 0.40913], [4.58648, -2.67241, -0.75885], [4.59607, -1.28437, -0.81308], [5.81277, -0.67776, -0.54596], [2.18134, -0.18420, -1.81624], [4.98212, -4.38888, 0.33971], [4.78324, -2.94432, 1.35611], [6.26321, -3.18334, 0.40949], [3.66771, -3.03070, -0.98039], [6.57735, -1.24585, -0.89508], [5.84633, 0.80678, -1.91489], [-1.28353, 6.10856, -3.14486], [-0.86709, 5.02713, -3.13349], [-0.37830, 3.81692, -3.16586], [-0.31161, 2.89330, -2.32366], [-0.16721, 1.94989, -1.63277], [5.85431, 0.68466, -0.90524], [3.44913, -0.61793, -0.97244], [6.71149, 1.07420, -0.54030], [1.48391, 1.69594, 0.78598], [2.92799, 2.00559, 1.08774], [3.29385, 3.47536, 0.11922], [2.25362, 4.14423, -0.49987], [2.52733, 5.26739, -1.26643], [3.83692, 5.70629, -1.40578], [4.87591, 5.01378, -0.79629], [4.61081, 3.88323, -0.03932], [2.85835, 2.80360, 2.72387], [1.77741, 2.50340, 3.53831], [1.69122, 3.05929, 4.80594], [2.69439, 3.90023, 5.26302], [3.78773, 4.17421, 4.45430], [3.87606, 3.62525, 3.18451], [1.24334, 3.77445, -0.38651], [1.71899, 5.79674, -1.75554], [4.05140, 6.58587, -1.99815], [5.89770, 5.34903, -0.91803], [5.41677, 3.31760, 0.41069], [1.00252, 1.84018, 3.18004], [0.84100, 2.83113, 5.43526], [2.62323, 4.34231, 6.24785], [4.57838, 4.82153, 4.80973], [4.72762, 3.85675, 2.56038]], "forces_ev_per_angstrom": [[-0.60, 0.11, 1.31], [0.13, -0.03, -0.03], [-0.04, -0.04, -0.07], [0.06, 0.09, -0.03], [0.00, 0.03, 0.13], [-0.05, 0.02, -0.03], [0.03, -0.05, 0.03], [-0.02, 0.00, 0.00], [0.01, 0.07, -0.01], [-0.05, 0.01, 0.00], [0.05, -0.02, 0.03], [-0.08, -0.01, 0.04], [-0.02, -0.01, 0.02], [0.09, 0.04, -0.03], [-0.08, 0.01, 0.05], [0.09, -0.06, 0.06], [-0.19, -0.09, 0.09], [-0.03, -0.01, -0.08], [0.01, 0.01, -0.03], [-0.02, 0.00, 0.05], [0.00, 0.01, 0.00], [0.06, 0.07, -0.06], [-0.24, -0.04, -0.10], [-0.02, -0.02, 0.05], [-0.04, 0.01, 0.02], [-0.01, -0.03, 0.00], [-0.03, -0.01, 0.00], [-0.01, -0.03, 0.01], [0.00, -0.01, -0.02], [-0.01, 0.00, 0.01], [0.04, -0.02, -0.02], [-0.01, 0.00, -0.01], [-0.02, 0.03, -0.02], [0.00, 0.00, -0.03], [-0.02, 0.00, -0.01], [0.04, 0.01, -0.02], [-0.01, 0.02, -0.03], [-0.01, 0.01, -0.02], [0.00, 0.00, 0.00], [0.02, 0.00, 0.02], [-0.02, 0.00, -0.01], [0.15, 0.15, 0.03], [0.19, -0.12, -0.21], [-0.10, 0.05, 0.10], [0.05, 0.00, -0.02], [0.07, -0.04, -0.10], [-0.10, 0.06, 0.05], [-0.10, 0.17, 0.18], [0.16, -0.50, -0.16], [-0.01, -1.14, -0.40], [0.15, -0.06, -0.18], [-0.05, 0.00, 0.32], [-0.04, -0.16, -0.43], [-0.13, 0.57, 0.24], [0.48, -0.52, 0.48], [-0.10, 0.24, -0.07], [0.09, -0.21, 0.08], [-0.04, 0.03, -0.07], [0.06, -0.03, 0.02], [-0.01, 0.03, -0.01], [0.02, -0.06, -0.02], [-0.03, 0.06, 0.00], [-0.10, -0.06, -0.02], [0.01, 0.03, 0.02], [-0.02, 0.01, 0.00], [-0.02, -0.02, 0.01], [-0.02, 0.00, -0.02], [-0.11, 0.02, 0.03], [-0.20, -0.09, 0.13], [0.00, 0.02, 0.01], [-0.03, -0.01, 0.00], [0.00, 0.00, 0.00], [-0.01, 0.00, 0.01], [0.00, 0.00, 0.00], [0.00, 0.01, -0.01], [0.00, 0.00, 0.02], [0.03, 0.07, 0.04], [0.03, 0.00, -0.10], [-0.07, 0.07, 0.43], [0.04, -0.22, -0.04], [0.42, 0.00, -0.25], [0.04, -0.02, 0.00], [0.02, 0.01, -0.04], [0.00, -0.04, 0.02], [-0.01, 0.00, -0.07], [0.01, 0.03, -0.10], [0.07, -0.05, -0.03], [0.07, -0.08, 0.00], [-0.20, 0.22, 0.39], [0.18, -0.04, -0.67], [0.12, -0.25, 0.27], [0.12, 1.44, -1.20], [-0.07, 0.13, -0.04], [-0.13, -0.09, -0.26], [-0.02, 0.08, 0.09], [-0.12, 0.02, 0.29], [0.37, 0.72, 0.26], [0.01, -0.19, -0.08], [-0.19, -0.03, 0.07], [0.04, 0.04, 0.01], [-0.01, -0.01, 0.01], [0.03, 0.02, 0.01], [0.01, -0.11, 0.00], [-0.10, -0.19, -0.06], [-0.01, -0.07, -0.09], [0.03, 0.02, 0.03], [-0.05, 0.00, 0.02], [0.04, 0.00, 0.00], [0.07, -0.01, -0.10], [0.05, 0.02, -0.02], [-0.01, -0.01, 0.00], [0.00, -0.01, -0.01], [-0.01, 0.00, -0.01], [0.02, -0.01, -0.02], [-0.05, 0.05, 0.02], [0.00, 0.00, -0.01], [0.02, -0.01, 0.00], [-0.01, 0.01, -0.01], [0.00, 0.02, 0.00]], "de_lowest_kj_mol": 132.01, "e_homo_ha": -0.355, "lumo_ev": -2.43, "total_charge": 1}



- Number 1 is which compound?
  C51H48AsN2O2OsPSSe